(1)
The following is a DFT calculation (the ωB97M-V functional and the def2-TZVPD basis) of a structure of composition C9H18CdO17S2.

Last column: Löwdin charge in e.
Atoms and positions in Å:
Cd  0.1549  0.5041  -0.7225  1.362
S  2.2821  2.0199  -1.4146  0.230
O  1.0850  2.4188  -0.5751  -0.499
O  2.2231  2.5656  -2.7510  -0.349
O  3.5398  2.3992  -0.7368  -0.429
O  2.1192  0.5090  -1.4515  -0.522
S  -1.3407  1.4641  -3.7218  0.223
O  -1.1693  2.9247  -3.8389  -0.412
O  -0.3411  0.8509  -4.6324  -0.419
O  -1.0175  1.0254  -2.3028  -0.550
O  -2.7247  1.0106  -3.9852  -0.444
C  -2.5450  3.3465  -0.6486  -0.003
O  -3.3506  2.3872  0.0627  0.032
C  -2.7318  1.4087  0.6679  -0.599
O  -1.5806  1.0989  0.5116  0.041
O  -3.6098  0.7525  1.4435  -0.002
C  -3.0242  -0.0126  2.4956  -0.047
H  -3.2318  3.9957  -1.1825  0.094
H  -1.8666  2.8912  -1.3761  0.061
H  -1.9419  3.9446  0.0367  0.099
H  -2.2126  0.5412  2.9681  0.094
H  -2.6210  -0.9344  2.0720  0.093
H  -3.8241  -0.2195  3.2008  0.084
C  3.5204  -0.5311  1.2313  -0.021
O  2.8436  -0.2044  2.4429  -0.009
C  1.5471  0.0689  2.3737  -0.578
O  0.9516  0.2431  1.3548  0.072
O  0.9881  0.2302  3.5806  0.011
C  1.6740  -0.2030  4.7432  -0.059
H  4.5814  -0.3125  1.3356  0.095
H  3.1968  0.1040  0.3960  0.059
H  3.4123  -1.5753  0.9342  0.089
H  1.1669  0.1136  5.6507  0.087
H  2.6438  0.2989  4.7586  0.093
H  1.8270  -1.2821  4.7424  0.093
C  0.8002  -3.8127  0.4727  -0.048
O  0.0025  -3.8957  -0.6935  0.004
C  -0.2129  -2.7740  -1.3977  -0.591
O  0.0833  -1.6604  -1.0493  0.042
O  -0.7570  -3.0941  -2.5421  0.027
C  -0.8985  -2.0096  -3.4974  -0.007
H  0.3341  -4.4095  1.2555  0.086
H  1.0101  -2.7916  0.7851  0.078
H  1.7523  -4.3031  0.2495  0.093
H  -1.2720  -1.1149  -3.0030  0.050
H  -1.5310  -2.2759  -4.3363  0.096
H  0.0652  -1.7011  -3.9066  0.101

HOMO energy = -0.788 eV
Energy above the lowest of the compared OMol25 structures with the same formula, charge and spin = 62.7 kJ/mol
Charge = -2

=====

(2)
The following is a DFT calculation (the ωB97M-V functional and the def2-TZVPD basis) of a structure of composition C26H33BrGeMnN2OS3.

Last column: Löwdin charge in e.
Atoms and positions in Å:
Mn  9.2894  -12.6317  0.9983  0.108
C  10.7086  -14.1754  5.4763  -0.107
C  10.0879  -15.3734  4.7432  -0.375
S  9.0175  -15.0330  3.3638  0.903
O  9.5018  -13.7221  2.8620  -0.669
C  7.4326  -14.6791  4.0654  -0.392
C  7.3955  -13.7349  5.2370  -0.120
H  11.5478  -14.5019  6.0603  0.066
H  9.9677  -13.7464  6.1922  0.075
H  10.9970  -13.4064  4.7653  0.070
H  9.4699  -15.9901  5.4361  0.106
H  10.8288  -16.0082  4.2785  0.072
H  7.0018  -15.6479  4.3044  0.094
H  6.8832  -14.3315  3.2222  0.051
H  7.8691  -14.0968  6.1278  0.052
H  6.3382  -13.5700  5.4872  0.091
H  7.8567  -12.7781  4.9875  0.069
C  4.6843  -16.3822  2.0451  -0.119
C  4.6134  -15.1000  1.5220  -0.102
C  5.6300  -14.6009  0.7520  -0.144
C  6.7535  -15.4049  0.4941  -0.329
C  6.8351  -16.6605  1.0596  -0.128
C  5.7840  -17.1560  1.8214  -0.109
Ge  8.2910  -14.6142  -0.3809  0.923
C  9.5721  -16.0700  -0.7248  -0.315
C  9.6262  -16.7070  -1.9544  -0.120
C  10.5483  -17.7137  -2.2140  -0.096
C  11.4270  -18.0982  -1.2214  -0.110
C  11.4287  -17.4423  0.0068  -0.111
C  10.4961  -16.4552  0.2800  -0.135
C  7.7463  -14.0204  -2.1424  -0.369
C  8.7868  -13.7598  -3.0341  -0.179
C  8.4802  -13.3086  -4.3093  -0.106
C  7.1555  -13.0897  -4.6831  -0.116
C  6.1265  -13.3044  -3.8017  -0.108
C  6.4162  -13.7561  -2.5315  -0.108
H  3.8332  -16.7544  2.6325  0.107
H  3.7004  -14.5229  1.7285  0.112
H  5.6122  -13.5635  0.4559  0.083
H  7.6879  -17.2992  0.9343  0.091
H  5.7868  -18.1498  2.2607  0.104
H  8.9359  -16.4056  -2.7519  0.102
H  10.5300  -18.2113  -3.1844  0.103
H  12.2140  -18.8251  -1.4161  0.100
H  12.1111  -17.7576  0.7918  0.102
H  10.4962  -15.8804  1.1959  0.056
H  9.8190  -13.8891  -2.7311  0.088
H  9.2888  -13.0721  -5.0206  0.102
H  6.9357  -12.8311  -5.7102  0.097
H  5.1225  -13.1257  -4.1160  0.097
H  5.6122  -13.9640  -1.8355  0.087
Br  7.4017  -11.2229  2.0702  -0.038
C  11.8787  -10.6922  -2.7706  -0.056
N  11.5717  -11.1035  -1.4047  -0.035
C  11.9503  -12.2425  -0.7901  -0.734
S  11.7035  -12.5336  0.9128  0.654
N  12.6568  -13.1701  -1.4407  -0.034
C  12.9897  -14.5106  -0.9869  -0.084
H  11.4516  -9.7215  -2.9833  0.091
H  11.5228  -11.3731  -3.5473  0.086
H  12.9344  -10.5833  -2.8768  0.077
H  10.9781  -10.4937  -0.8686  0.072
H  12.9003  -12.8960  -2.3951  0.135
H  12.6473  -14.6063  0.0432  0.020
H  14.0849  -14.7088  -1.0397  0.101
H  12.4948  -15.2221  -1.6493  0.080
S  7.8604  -10.6657  -1.7051  0.759
C  8.8027  -11.0999  -0.5513  -0.735

HOMO energy (alpha / beta) = -6.407 / -7.035 eV
Energy above the lowest of the compared OMol25 structures with the same formula, charge and spin = 0.0 kJ/mol
<S²> = 8.7832
Multiplicity = 6

=====

(3)
The following is a DFT calculation (the ωB97M-V functional and the def2-TZVPD basis) of the molecule C18H14N2O3S.

Last column: Löwdin charge in e.
Atoms and positions in Å:
O  2.6444  -1.8936  -0.5488  0.078
C  1.4666  -1.6475  -0.7099  -0.422
N  0.5894  -2.4560  -1.3754  0.128
C  0.8283  -3.6759  -2.0167  -0.225
C  -0.2621  -4.3495  -2.5607  -0.029
C  -0.0914  -5.5547  -3.2138  -0.030
C  1.1769  -6.1089  -3.3343  -0.329
C  2.2678  -5.4371  -2.7915  -0.003
C  2.0990  -4.2334  -2.1397  -0.001
H  2.9464  -3.7195  -1.7191  0.101
H  3.2472  -5.8763  -2.8908  0.119
O  1.3934  -7.2943  -3.9693  0.048
H  0.5568  -7.6499  -4.2917  0.103
H  -0.9480  -6.0674  -3.6316  0.112
H  -1.2543  -3.9281  -2.4726  0.110
H  -0.3801  -2.1718  -1.3706  0.128
C  0.8361  -0.4107  -0.1626  -0.143
C  1.3485  0.1155  1.0205  0.003
C  0.8223  1.2597  1.5835  0.013
C  -0.2287  1.9197  0.9500  -0.210
C  -0.7259  1.4146  -0.2526  -0.018
C  -0.2035  0.2618  -0.8007  -0.034
H  -0.5894  -0.0866  -1.7487  0.113
H  -1.5256  1.9371  -0.7598  0.112
N  -0.8124  3.0804  1.4513  0.115
C  -0.5317  3.7509  2.6109  -0.473
O  0.3104  3.4179  3.4192  0.083
C  -1.3560  4.9512  2.8243  -0.430
C  -1.2604  5.7823  3.9078  -0.096
C  -2.1671  6.8575  3.8631  -0.172
C  -2.9455  6.8379  2.7489  -0.402
S  -2.5881  5.5072  1.7301  1.048
H  -3.7137  7.5264  2.4567  0.064
H  -2.2393  7.6133  4.6242  0.105
H  -0.5544  5.6085  4.6992  0.121
H  -1.5464  3.4649  0.8707  0.088
H  1.2187  1.6504  2.5053  0.103
H  2.1716  -0.3961  1.4953  0.123

HOMO energy = -7.940 eV
Energy above the lowest of the compared OMol25 structures with the same formula, charge and spin = 0.0 kJ/mol
Structure (SMILES) = O=C(Nc1ccc(O)cc1)c1ccc(NC(=O)c2cccs2)cc1